Record 1
{"formula": "C8H15NS", "method": "ωB97M-V/def2-TZVPD", "spin_multiplicity": 1, "e_lumo_ev": [-0.737, -0.735], "charge": 0, "e_above_lowest_kcal_mol": 64.9, "orbital_gap_ev": [6.26, 6.26], "homo_energy_ev": [-6.992, -6.993], "total_energy_ev": -20860.2281, "species": ["C", "C", "C", "C", "C", "C", "C", "C", "N", "S", "H", "H", "H", "H", "H", "H", "H", "H", "H", "H", "H", "H", "H", "H", "H"], "positions_angstrom": [[-0.90, 0.92, -0.06], [-2.16, 0.00, 0.06], [1.15, -0.40, 0.08], [-2.86, 0.10, -1.35], [-2.91, 0.75, 1.17], [1.22, -1.26, -1.17], [3.65, 0.23, 0.45], [2.32, -0.29, 1.05], [0.33, 0.63, 0.02], [-1.77, -1.72, 0.42], [-0.95, 2.03, -0.25], [-3.74, -0.34, -1.23], [-2.12, -0.49, -2.10], [-3.06, 1.22, -1.55], [-3.58, 1.63, 0.87], [-2.26, 0.97, 1.91], [-3.60, 0.11, 1.56], [0.71, -0.86, -1.94], [0.91, -2.23, -0.92], [2.42, -1.29, -1.45], [3.55, 1.24, 0.45], [3.67, -0.25, -0.49], [4.42, -0.05, 1.16], [2.12, 0.28, 1.84], [2.43, -1.37, 1.53]]}

Record 2
{"formula": "C4H17F4N3O12PbS4", "method": "ωB97M-V/def2-TZVPD", "spin_multiplicity": 1, "e_lumo_ev": -0.809, "charge": 0, "e_above_lowest_kcal_mol": 0.8, "orbital_gap_ev": 9.77, "homo_energy_ev": -10.582, "total_energy_ev": -92918.1762, "species": ["Pb", "N", "S", "O", "O", "F", "S", "O", "O", "F", "N", "S", "O", "O", "F", "S", "O", "O", "F", "O", "H", "H", "O", "H", "H", "O", "H", "H", "C", "C", "C", "O", "C", "N", "H", "H", "H", "H", "H", "H", "H", "H", "H", "H", "H"], "positions_angstrom": [[-0.32, -0.71, -1.40], [-2.03, 0.96, -1.46], [-2.95, 1.80, -0.58], [-4.38, 1.83, -0.87], [-2.27, 2.96, -0.02], [-2.92, 0.79, 0.69], [-2.54, 1.81, -2.88], [-2.21, 3.22, -2.91], [-3.73, 1.38, -3.56], [-1.35, 1.19, -3.76], [1.10, -2.57, -0.91], [2.83, -2.51, -0.65], [3.69, -2.94, -1.78], [3.37, -2.79, 0.69], [2.89, -0.87, -0.58], [1.02, -4.05, -0.73], [0.65, -4.49, 0.61], [1.76, -4.92, -1.65], [-0.43, -4.20, -1.47], [-2.16, -1.74, 0.10], [-2.48, -1.67, 1.00], [-2.92, -1.53, -0.44], [1.49, 0.45, -2.92], [2.07, 1.15, -2.61], [1.83, 0.23, -3.79], [-1.26, -2.06, -3.59], [-1.36, -1.87, -4.52], [-2.10, -2.46, -3.34], [1.55, -0.51, 2.47], [0.33, 0.39, 1.98], [0.08, 1.69, 2.73], [1.31, 2.35, 3.04], [1.27, 3.53, 3.89], [0.63, 0.64, 0.55], [1.64, -1.42, 1.88], [1.59, -0.67, 3.55], [2.47, 0.03, 2.25], [-0.63, -0.12, 2.00], [-0.48, 1.26, 3.56], [-0.63, 2.35, 2.23], [1.24, 4.47, 3.33], [2.21, 3.62, 4.43], [0.47, 3.56, 4.63], [0.06, 1.45, 0.35], [1.58, 0.98, 0.49]]}

Record 3
{"formula": "C34H84BF4N5O20P2S4", "method": "ωB97M-V/def2-TZVPD", "spin_multiplicity": 2, "e_lumo_ev": [-2.693, -2.809], "charge": 1, "orbital_gap_ev": [2.79, 5.06], "homo_energy_ev": [-5.481, -7.866], "total_energy_ev": -158481.1437, "species": ["N", "H", "H", "H", "H", "N", "H", "H", "H", "H", "N", "H", "H", "H", "H", "N", "H", "H", "H", "H", "N", "H", "H", "H", "H", "C", "C", "C", "O", "C", "C", "C", "O", "O", "O", "H", "H", "B", "F", "F", "F", "F", "C", "C", "C", "S", "O", "O", "C", "H", "H", "H", "H", "H", "H", "H", "H", "C", "C", "C", "S", "O", "O", "C", "H", "H", "H", "H", "H", "H", "H", "H", "C", "C", "C", "S", "O", "O", "C", "H", "H", "H", "H", "H", "H", "H", "H", "C", "C", "C", "S", "O", "O", "C", "H", "H", "H", "H", "H", "H", "H", "H", "C", "C", "O", "P", "O", "O", "C", "C", "O", "C", "C", "H", "H", "H", "H", "H", "H", "H", "H", "H", "H", "H", "H", "H", "H", "H", "C", "C", "O", "P", "O", "O", "C", "C", "O", "C", "C", "H", "H", "H", "H", "H", "H", "H", "H", "H", "H", "H", "H", "H", "H", "H"], "positions_angstrom": [[-2.25, 4.98, 0.42], [-1.53, 4.40, 0.01], [-3.15, 4.53, 0.28], [-2.16, 5.82, -0.13], [-2.04, 5.16, 1.39], [-1.10, 3.61, -4.06], [-0.91, 4.60, -4.00], [-0.89, 3.24, -4.97], [-2.07, 3.41, -3.84], [-0.74, 3.09, -3.28], [-4.22, -1.49, -0.78], [-3.75, -1.34, -1.65], [-5.16, -1.85, -0.83], [-4.42, -0.53, -0.55], [-3.60, -1.97, -0.13], [-0.34, -3.72, -2.86], [-0.86, -3.85, -3.72], [0.62, -3.43, -2.97], [-0.21, -4.57, -2.33], [-0.69, -2.97, -2.28], [-4.88, 1.64, 2.48], [-5.09, 1.85, 3.45], [-5.63, 2.03, 1.93], [-4.81, 0.64, 2.34], [-3.97, 1.95, 2.18], [-0.24, 1.00, -2.02], [-0.09, -0.32, -1.69], [-0.68, -0.83, -0.40], [-0.71, -2.08, -0.09], [-1.38, -0.05, 0.55], [-1.59, 1.38, 0.27], [-0.93, 1.97, -1.10], [-0.98, 3.18, -1.35], [-2.32, 2.08, 0.99], [0.78, -0.86, -2.49], [0.27, 1.52, -2.82], [-1.51, -0.45, 1.54], [-2.95, -2.29, -3.74], [-1.94, -2.71, -4.55], [-2.57, -1.14, -3.12], [-4.08, -2.08, -4.43], [-3.12, -3.15, -2.65], [3.01, -0.60, -5.59], [2.30, -1.31, -6.74], [3.01, -2.72, -6.88], [3.24, -3.35, -5.14], [4.55, -4.00, -4.90], [2.00, -3.96, -4.78], [3.44, -1.61, -4.48], [2.36, 0.11, -5.07], [3.75, 0.08, -6.01], [2.41, -0.74, -7.66], [1.31, -1.51, -6.33], [3.97, -2.64, -7.38], [2.51, -3.55, -7.39], [4.47, -1.66, -4.14], [2.90, -1.60, -3.53], [4.57, 1.06, -0.68], [3.08, 1.26, -0.50], [2.73, 2.77, -0.72], [4.36, 3.68, -0.46], [4.25, 4.33, 0.89], [4.70, 4.64, -1.46], [5.40, 2.30, -0.68], [4.82, 0.65, -1.66], [4.86, 0.36, 0.10], [2.50, 0.71, 0.24], [2.61, 0.79, -1.37], [1.83, 3.29, -0.39], [2.60, 2.97, -1.79], [6.33, 2.41, -0.12], [5.83, 2.54, -1.65], [3.39, 5.08, -6.62], [4.47, 5.72, -5.77], [4.49, 4.94, -4.33], [3.70, 3.28, -4.65], [2.30, 3.14, -4.16], [4.76, 2.34, -4.26], [3.66, 3.53, -6.45], [3.43, 5.51, -7.62], [2.50, 5.53, -6.19], [4.44, 6.81, -5.79], [5.37, 5.68, -6.38], [4.03, 5.54, -3.54], [5.53, 4.62, -4.20], [2.94, 2.88, -6.95], [4.63, 3.18, -6.79], [-1.17, -3.07, 4.18], [-2.53, -4.02, 4.16], [-3.58, -3.15, 4.99], [-3.16, -1.32, 4.89], [-3.67, -0.53, 6.04], [-3.45, -0.79, 3.54], [-1.40, -1.82, 5.04], [-0.68, -2.92, 3.22], [-0.43, -3.68, 4.69], [-2.48, -5.07, 4.42], [-2.95, -4.06, 3.15], [-3.36, -3.40, 6.03], [-4.59, -3.41, 4.68], [-1.28, -1.95, 6.11], [-0.92, -0.96, 4.57], [-3.58, -5.58, 0.39], [-2.10, -5.18, 0.39], [-1.31, -6.45, 0.45], [0.17, -6.60, -0.28], [0.48, -5.58, -1.25], [1.13, -6.61, 1.00], [1.67, -5.23, 1.31], [2.04, -5.28, 2.76], [0.30, -8.22, -0.68], [0.18, -9.29, 0.29], [1.61, -9.60, 0.71], [-3.77, -6.19, -0.49], [-3.77, -6.05, 1.35], [-4.23, -4.71, 0.33], [-1.85, -4.61, -0.50], [-1.84, -4.72, 1.35], [2.50, -5.03, 0.64], [1.06, -4.32, 1.23], [2.17, -6.35, 2.92], [3.01, -4.82, 2.91], [1.39, -4.76, 3.46], [-0.26, -8.85, 1.19], [-0.35, -10.00, -0.34], [2.12, -9.02, 1.48], [1.75, -10.61, 1.10], [2.24, -9.68, -0.18], [-2.36, 2.50, 6.73], [-2.90, 4.01, 6.61], [-3.05, 4.59, 5.28], [-1.77, 5.17, 4.44], [-2.26, 5.62, 3.11], [-1.32, 6.42, 5.36], [-2.36, 7.21, 5.91], [-1.88, 8.37, 6.75], [-0.62, 3.99, 4.62], [0.16, 3.52, 3.49], [-0.16, 2.04, 3.54], [-2.44, 2.12, 7.75], [-2.95, 1.74, 6.22], [-1.40, 2.32, 6.25], [-3.83, 3.96, 7.18], [-2.10, 4.55, 7.12], [-3.12, 7.56, 5.22], [-3.09, 6.58, 6.41], [-2.72, 8.99, 7.07], [-1.39, 7.88, 7.59], [-1.07, 8.82, 6.18], [-0.34, 3.96, 2.63], [1.20, 3.82, 3.41], [0.05, 1.73, 4.56], [-1.22, 1.82, 3.46], [0.39, 1.38, 2.87]]}

Number 1: molecular weight 157.28 g/mol. Number 2: molecular weight 710.65 g/mol. Number 3: molecular weight 1160.08 g/mol.